Version i
Below is the ion C9H15N2 with charge +1, with properties calculated with ωB97M-V with the def2-TZVPD basis set.

```
26
C9H15N2 | the OMol25 dataset | ωB97M-V with the def2-TZVPD basis set
C 2.383 1.063 -0.774
C 1.157 0.719 -1.283
C 3.037 0.073 0.141
C 4.271 0.387 0.603
C -0.559 -0.985 -0.656
C -0.803 -2.466 -0.458
C -1.264 1.687 1.108
C -1.747 -0.039 -0.712
C -2.156 0.602 0.590
N 2.077 -0.761 0.575
N 0.581 -0.433 -0.797
H 3.029 1.996 -1.031
H 0.634 1.122 -2.178
H 4.992 -0.046 1.319
H 4.711 1.322 0.010
H -1.750 -2.823 -0.947
H 0.001 -3.164 -0.836
H -0.834 -2.695 0.618
H -1.184 2.360 0.311
H -1.757 2.328 1.818
H -0.214 1.353 1.367
H -2.589 -0.604 -1.019
H -1.586 0.715 -1.525
H -3.039 1.076 0.451
H -2.301 -0.306 1.269
H 2.190 -1.747 0.764
```

Results
2S+1 ... 1
Highest occupied orbital energy (alpha / beta) ... -13.01 / -13.09 eV
Gap between HOMO and LUMO (alpha / beta) ... 7.047 / 7.165 eV
Net charge ... +1

Version ii
Below is the ion C9H15N2 with charge +1, with properties calculated with ωB97M-V with the def2-TZVPD basis set.

```
26
C9H15N2 | the OMol25 dataset | ωB97M-V with the def2-TZVPD basis set
C -1.391 1.010 -1.414
C 0.560 2.195 -1.517
C -1.941 -0.394 0.574
C -0.760 -1.301 1.195
C -1.257 0.813 0.003
C 0.269 0.842 0.390
C 0.543 -0.654 0.499
C 1.871 -0.959 1.332
C 0.657 -1.285 -0.914
N -0.586 1.851 -2.022
N 1.110 1.573 -0.487
H -2.186 0.538 -2.064
H 1.186 3.007 -1.973
H -2.319 -0.977 -0.242
H -2.873 -0.117 1.146
H -0.596 -1.082 2.206
H -0.952 -2.382 0.893
H -1.866 1.659 0.397
H 0.186 1.409 1.323
H 2.764 -0.689 0.691
H 1.900 -2.044 1.610
H 1.808 -0.584 2.361
H 1.601 -1.019 -1.373
H -0.024 -0.876 -1.699
H 0.338 -2.364 -0.830
H 1.959 1.831 -0.085
```

Results
Structure (SMILES) ... CC1(C)CC[C@@H]2C=NC=[NH+][C@@H]21
2S+1 ... 1
Highest occupied orbital energy ... -14.61 eV
Gap between HOMO and LUMO ... 9.199 eV
Net charge ... +1

Least stable structure: version i

Version i
Below is the molecule C8H7BrO, with properties calculated with ωB97M-V with the def2-TZVPD basis set.

```
17
C8H7BrO | the OMol25 dataset | ωB97M-V with the def2-TZVPD basis set
C -0.209 -0.575 2.155
C -0.157 -1.427 1.063
C -0.395 0.785 1.968
C -0.281 -0.922 -0.218
C -0.531 1.297 0.690
C -0.461 0.444 -0.404
C 0.535 0.770 -2.890
C -0.581 0.998 -1.768
O 0.263 1.990 -2.218
Br -2.406 1.106 -2.448
H -0.106 -0.975 3.152
H -0.009 -2.486 1.211
H -0.436 1.448 2.818
H -0.228 -1.576 -1.077
H -0.685 2.354 0.530
H 1.444 0.271 -2.597
H 0.209 0.709 -3.916
```

Results
Structure (SMILES) ... Br[C@@]1(c2ccccc2)CO1
2S+1 ... 1
Highest occupied orbital energy ... -9.50 eV
Gap between HOMO and LUMO ... 10.244 eV
Net charge ... 0

Version ii
Below is the molecule C8H7BrO, with properties calculated with ωB97M-V with the def2-TZVPD basis set.

```
17
C8H7BrO | the OMol25 dataset | ωB97M-V with the def2-TZVPD basis set
C -1.478 1.891 -0.246
C -1.165 -0.621 0.037
C -0.585 2.884 -0.124
C -0.738 0.664 0.002
C 0.625 1.094 0.237
C 1.986 -0.818 0.668
C -0.309 -1.787 0.357
C 1.126 -1.700 -0.184
O 0.673 2.383 0.168
Br 3.608 -0.396 -0.178
H -2.523 1.971 -0.459
H -2.215 -0.821 -0.146
H -0.660 3.949 -0.221
H -0.244 -1.859 1.450
H -0.791 -2.698 -0.006
H 1.107 -1.441 -1.249
H 1.584 -2.695 -0.106
```

Results
2S+1 ... 1
Highest occupied orbital energy ... -7.41 eV
Gap between HOMO and LUMO ... 6.384 eV
Net charge ... 0

Least stable structure: version ii

Version i
Below is the ion C4H9NO with charge +1, with properties calculated with ωB97M-V with the def2-TZVPD basis set.

```
15
C4H9NO | the OMol25 dataset | ωB97M-V with the def2-TZVPD basis set
C 0.131 1.403 0.131
C -0.134 2.181 -1.179
C -0.180 -0.061 -0.023
N 0.135 -0.806 1.119
C 0.396 -2.215 0.964
O -0.494 -0.584 -1.064
H -0.207 2.052 0.957
H 1.222 1.387 0.299
H 0.698 1.840 -1.843
H -1.001 1.933 -1.784
H 0.127 3.225 -0.995
H 0.265 -0.213 1.939
H 0.152 -2.740 1.884
H 1.418 -2.505 0.647
H -0.377 -2.549 0.255
```

Results
2S+1 ... 2
Highest occupied orbital energy (alpha / beta) ... -16.00 / -15.92 eV
Gap between HOMO and LUMO (alpha / beta) ... 12.304 / 6.614 eV
Net charge ... +1

Version ii
Below is a cluster of 2 separate species, C4H9NO in total, with properties calculated with ωB97M-V with the def2-TZVPD basis set.

```
15
C4H9NO | the OMol25 dataset | ωB97M-V with the def2-TZVPD basis set
C 1.102 1.053 1.840
C 0.685 0.103 0.798
C 0.696 0.484 -0.533
N 0.527 -0.364 -1.555
C 0.151 -1.578 -1.565
H 2.165 1.283 1.731
H 0.822 0.811 2.858
H 0.616 2.021 1.631
H 0.169 -0.807 1.090
H 0.952 1.507 -0.784
H 0.629 -2.268 -0.857
H -0.589 -1.971 -2.235
H -1.876 -0.086 -0.574
H -3.240 0.099 -1.305
O -2.810 -0.287 -0.538
```

Results
2S+1 ... 2
Highest occupied orbital energy (alpha / beta) ... -14.89 / -15.30 eV
Gap between HOMO and LUMO (alpha / beta) ... 8.659 / 7.524 eV
Net charge ... +1

Least stable structure: version ii

Version i
Below is a structure of composition C6H5NO2, with properties calculated with ωB97M-V with the def2-TZVPD basis set.

```
14
C6H5NO2 | the OMol25 dataset | ωB97M-V with the def2-TZVPD basis set
C -0.654 0.722 -0.082
C 0.417 1.095 -0.623
C 1.530 0.042 -0.584
C 1.323 -1.248 -0.061
C 0.121 -1.454 0.566
C -0.960 -0.504 0.578
H -2.676 1.158 -0.363
H -1.993 1.862 1.419
H 0.456 1.955 -0.976
H 2.157 -2.359 -0.126
H -0.002 -2.403 1.295
N -1.879 1.694 0.075
O 2.679 0.347 -1.167
O -2.110 -0.844 1.100
```

Results
2S+1 ... 1
Highest occupied orbital energy ... -10.16 eV
Gap between HOMO and LUMO ... 7.817 eV
Net charge ... 0

Version ii
Below is a structure of composition C6H5NO2, with properties calculated with ωB97M-V with the def2-TZVPD basis set.

```
14
C6H5NO2 | the OMol25 dataset | ωB97M-V with the def2-TZVPD basis set
C 1.071 0.738 0.272
C 1.623 -0.628 -0.067
C 0.598 -1.455 -0.259
C -0.691 -0.798 -0.437
C -2.463 -0.018 0.232
C -0.454 0.396 -0.005
H 2.023 2.314 -0.693
H 1.201 1.268 1.321
H 2.602 -0.942 0.142
H 0.404 -2.504 -0.497
H -3.424 0.208 0.696
N -2.051 -1.223 -0.376
O 1.223 1.696 -0.816
O -1.662 0.948 0.489
```

Results
2S+1 ... 1
Highest occupied orbital energy ... -8.56 eV
Gap between HOMO and LUMO ... 8.891 eV
Net charge ... 0

Least stable structure: version i

Version i
Below is a cluster of 2 separate species, C2H3F2I in total, with properties calculated with ωB97M-V with the def2-TZVPD basis set.

```
8
C2H3F2I | the OMol25 dataset | ωB97M-V with the def2-TZVPD basis set
C 0.220 1.288 0.807
C 0.996 0.246 1.041
F -0.225 1.547 -0.427
F 1.422 0.000 2.282
I -2.183 -2.880 -2.395
H -0.119 1.994 1.550
H -1.456 -1.722 -3.175
H 1.344 -0.474 0.316
```

Results
Structure (SMILES) ... F/C=C/F.I
2S+1 ... 1
Highest occupied orbital energy ... -9.92 eV
Gap between HOMO and LUMO ... 10.600 eV
Net charge ... 0

Version ii
Below is a cluster of 2 separate species, C2H3F2I in total, with properties calculated with ωB97M-V with the def2-TZVPD basis set.

```
8
C2H3F2I | the OMol25 dataset | ωB97M-V with the def2-TZVPD basis set
C 0.217 -0.918 0.161
C 1.114 0.160 0.681
F 0.744 -2.157 0.466
F 1.071 0.327 1.996
I 3.048 0.300 -0.106
H 0.133 -0.869 -0.928
H -0.768 -0.863 0.638
H 0.129 1.895 0.096
```

Results
2S+1 ... 1
Highest occupied orbital energy (alpha / beta) ... -9.13 / -9.72 eV
Gap between HOMO and LUMO (alpha / beta) ... 8.355 / 8.931 eV
Net charge ... 0

Least stable structure: version ii

Version i
Below is a structure of composition C4H9NOP, with properties calculated with ωB97M-V with the def2-TZVPD basis set.

```
16
C4H9NOP | the OMol25 dataset | ωB97M-V with the def2-TZVPD basis set
C 2.305 -0.023 -0.219
C 0.475 0.522 -0.298
C 0.132 1.916 -0.108
C -1.784 -0.420 0.282
N -0.346 -0.471 -0.119
O 2.778 -0.375 0.789
P 0.109 -2.103 -0.534
H 2.674 0.133 -1.210
H 1.002 2.247 0.520
H 0.392 2.683 -0.930
H -0.870 2.105 0.217
H -1.833 -0.981 1.120
H -2.382 -0.839 -0.471
H -2.094 0.601 0.481
H 0.688 -2.351 0.862
H -1.246 -2.642 -0.384
```

Results
2S+1 ... 1
Highest occupied orbital energy ... -14.40 eV
Gap between HOMO and LUMO ... 9.873 eV
Net charge ... +1

Version ii
Below is the ion C4H9NOP with charge +1, with properties calculated with ωB97M-V with the def2-TZVPD basis set.

```
16
C4H9NOP | the OMol25 dataset | ωB97M-V with the def2-TZVPD basis set
C 0.774 0.553 -1.461
C -1.368 -0.025 1.499
C -0.143 -1.775 -0.122
C -0.800 -0.497 0.209
N 0.461 0.625 -0.230
O -0.809 0.741 2.216
P 1.307 1.576 0.896
H 1.447 1.188 -2.051
H 0.459 -0.275 -2.202
H -2.422 -0.596 1.670
H 0.758 -1.728 0.451
H -0.767 -2.464 0.275
H -0.045 -2.084 -1.131
H -1.449 -0.234 -0.752
H 2.185 2.210 -0.123
H 0.412 2.785 0.855
```

Results
Structure (SMILES) ... C=[N+](P)[C@@H](C)C=O
2S+1 ... 1
Highest occupied orbital energy ... -14.11 eV
Gap between HOMO and LUMO ... 9.120 eV
Net charge ... +1

Least stable structure: version ii